[1]
{
  "formula": "FH3P2",
  "method": "ωB97M-V/def2-TZVPD",
  "symbols": ["F", "P", "P", "H", "H", "H"],
  "positions_angstrom": [[0.30469, -0.80133, 2.05065], [-0.39641, 0.93229, -0.73745], [1.15204, -0.58361, -0.40033], [0.21808, 1.61502, 0.22007], [-1.48534, 0.41350, 0.01562], [0.20694, -1.57587, -1.14857]],
  "forces_ev_per_a": [[0.9, 0.1, -2.9], [0.0, -1.3, -1.2], [-3.2, -1.2, 1.2], [0.5, 1.6, 1.6], [0.4, -0.1, -0.1], [1.4, 0.9, 1.4]],
  "energy_ha": -784.22417,
  "homo_ev": [-10.353, -10.329],
  "molar_mass_g_mol": 83.970,
  "lumo_energy_ev": [-2.58, -2.58],
  "total_charge": 0,
  "orbital_gap_ev": [7.77, 7.74],
  "spin_multiplicity": 1
}



[2]
{
  "formula": "FH3P2",
  "method": "ωB97M-V/def2-TZVPD",
  "symbols": ["F", "P", "P", "H", "H", "H"],
  "positions_angstrom": [[1.74775, -0.90015, -0.17397], [0.89461, 0.84129, -0.07583], [-1.08790, -0.00951, -0.06945], [0.63495, 0.54212, -1.47772], [-1.52207, 0.67035, 1.03822], [-0.66734, -1.14411, 0.75876]],
  "forces_ev_per_a": [[-1.4, 3.2, 0.7], [1.8, -3.9, -2.0], [-0.7, -1.6, 0.6], [1.0, 1.1, 0.4], [-0.5, 0.5, 1.0], [-0.3, 0.7, -0.6]],
  "energy_ha": -784.30802,
  "homo_ev": -9.870,
  "molar_mass_g_mol": 83.970,
  "lumo_energy_ev": -0.71,
  "total_charge": 0,
  "orbital_gap_ev": 9.16,
  "spin_multiplicity": 1
}



The evaluated energy relative to the best compared isomer or geometry (same formula, charge and spin) for the records listed, in turn: 3.293, 1.011 eV.